#1
Density functional theory data (the ωB97M-V functional and the def2-TZVPD basis) for C19H20N2O3 in the gas phase.

Its frontier orbital gap is 8.37 eV. Its structure (SMILES) is O=C(N[C@H](C(=O)c1ccccc1)N1CCOCC1)c1ccccc1.

XYZ file:
```
44
Properties=species:S:1:pos:R:3:nbo_charge:R:1
O -1.6293 -0.1930 -2.0845 -0.631
C -1.8090 -0.4419 -0.9059 0.677
N -0.8098 -0.3527 0.0106 -0.650
C 0.5670 -0.1409 -0.4043 0.011
C 1.4566 -1.0937 0.4063 0.590
O 0.9651 -1.7852 1.2749 -0.553
C 2.8946 -1.1237 0.0883 -0.217
C 3.7152 -1.9245 0.8877 -0.138
C 5.0714 -2.0049 0.6446 -0.224
C 5.6272 -1.2868 -0.4027 -0.174
C 4.8212 -0.4913 -1.2027 -0.244
C 3.4622 -0.4063 -0.9655 -0.089
N 1.0676 1.2036 -0.2834 -0.456
C 1.1824 1.7431 1.0617 -0.253
C -0.1082 2.4160 1.5457 -0.084
O -0.5213 3.4192 0.6463 -0.527
C -0.7478 2.8782 -0.6396 -0.085
C 0.5085 2.1952 -1.1911 -0.252
C -3.1399 -0.8297 -0.3610 -0.174
C -4.0367 -1.4514 -1.2251 -0.155
C -5.2881 -1.8319 -0.7793 -0.213
C -5.6612 -1.5799 0.5308 -0.193
C -4.7818 -0.9421 1.3904 -0.232
C -3.5243 -0.5695 0.9510 -0.134
H -0.9161 -0.7983 0.9133 0.422
H 0.6185 -0.4134 -1.4697 0.244
H 3.2623 -2.4767 1.6978 0.233
H 5.6966 -2.6259 1.2684 0.217
H 6.6880 -1.3474 -0.5963 0.216
H 5.2572 0.0656 -2.0186 0.216
H 2.8469 0.2210 -1.5879 0.220
H 1.4754 0.9486 1.7497 0.206
H 1.9783 2.4960 1.0357 0.204
H 0.0552 2.9130 2.5039 0.194
H -0.9059 1.6659 1.6584 0.159
H -1.0310 3.7184 -1.2754 0.196
H -1.5816 2.1633 -0.6022 0.168
H 0.2714 1.7185 -2.1421 0.226
H 1.2834 2.9545 -1.3463 0.195
H -3.7297 -1.6281 -2.2450 0.234
H -5.9752 -2.3213 -1.4535 0.216
H -6.6397 -1.8734 0.8813 0.215
H -5.0777 -0.7323 2.4078 0.215
H -2.8580 -0.0540 1.6280 0.202
```

---

#2
Density functional theory data (the ωB97M-V functional and the def2-TZVPD basis) for C19H20N2O3 in the gas phase.

Its frontier orbital gap is 8.66 eV. Its structure (SMILES) is O=C(O)CCCC(=O)NN1c2ccccc2CCc2ccccc21.

XYZ file:
```
44
Properties=species:S:1:pos:R:3:nbo_charge:R:1
O 4.8556 0.5989 -3.0911 -0.594
C 3.7741 0.1942 -2.7569 0.799
O 3.1462 -0.7816 -3.4263 -0.698
C 3.0067 0.7119 -1.5668 -0.532
C 1.5075 0.4110 -1.5761 -0.389
C 1.1951 -1.0091 -1.0832 -0.512
C 1.5995 -1.1700 0.3637 0.686
O 2.6678 -1.6103 0.7295 -0.613
N 0.6901 -0.7593 1.2894 -0.462
N -0.5509 -0.2034 1.0058 -0.284
C -1.5539 -1.1652 0.7757 0.213
C -1.4039 -2.4315 1.3470 -0.244
C -2.3005 -3.4461 1.0788 -0.205
C -3.3667 -3.2237 0.2259 -0.222
C -3.5257 -1.9719 -0.3384 -0.189
C -2.6313 -0.9424 -0.0873 -0.064
C -2.8776 0.4231 -0.6380 -0.419
C -3.1158 1.3741 0.5437 -0.410
C -1.8253 1.9361 1.0617 -0.058
C -1.7890 3.2976 1.3370 -0.174
C -0.6450 3.9431 1.7619 -0.238
C 0.5169 3.2064 1.8901 -0.194
C 0.5089 1.8534 1.6227 -0.260
C -0.6540 1.1790 1.2211 0.151
H 3.7011 -1.0879 -4.1607 0.502
H 3.1901 1.7865 -1.5120 0.242
H 3.4713 0.2598 -0.6851 0.258
H 1.0004 1.1379 -0.9380 0.219
H 1.1174 0.5229 -2.5888 0.221
H 0.1316 -1.2169 -1.2011 0.229
H 1.7649 -1.7253 -1.6737 0.248
H 0.9662 -0.8517 2.2636 0.393
H -0.5770 -2.6305 2.0108 0.219
H -2.1622 -4.4120 1.5402 0.217
H -4.0678 -4.0137 0.0059 0.215
H -4.3568 -1.7849 -1.0031 0.211
H -2.0233 0.7759 -1.2210 0.218
H -3.7512 0.4056 -1.2904 0.219
H -3.6454 0.8335 1.3339 0.218
H -3.7540 2.2027 0.2319 0.217
H -2.6990 3.8666 1.2105 0.208
H -0.6582 5.0006 1.9738 0.215
H 1.4375 3.6783 2.1983 0.216
H 1.4386 1.3167 1.7237 0.224
```

---

Which of them is least stable? Easy: #1.

---

#1
Density functional theory data (the ωB97M-V functional and the def2-TZVPD basis) for 2 unconnected molecules or ions with the total composition C3H5ClN2.

Its frontier orbital gap is 9.63 eV. Its structure (SMILES) is C=CN=C=N.Cl.

XYZ file:
```
11
Properties=species:S:1:pos:R:3:nbo_charge:R:1
C -0.3156 1.1318 -0.7248 -0.464
C 0.4026 0.0262 -0.5362 -0.006
N -0.2499 -1.0523 0.1531 -0.587
C -1.4717 -0.8802 0.2401 0.728
N -2.6000 -0.5127 0.1166 -0.726
H 0.1194 1.9933 -1.3152 0.204
H -1.2331 1.3684 -0.2755 0.202
H 1.2794 -0.2177 -1.0176 0.205
H -3.5664 -0.6089 0.3297 0.444
Cl 4.1051 -0.2143 1.1528 -0.255
H 3.5300 -1.0336 1.8770 0.256
```

---

#2
Density functional theory data (the ωB97M-V functional and the def2-TZVPD basis) for C3H5ClN2 in the gas phase.

Its frontier orbital gap is 9.80 eV. Its structure (SMILES) is Cl[C@@H]1C=NNC1.

XYZ file:
```
11
Properties=species:S:1:pos:R:3:nbo_charge:R:1
Cl -1.9866 0.5878 -1.1107 0.068
C -0.9358 0.1075 -0.0254 -0.388
C -0.0893 1.2776 0.3821 0.005
N 1.1797 0.9964 0.6427 -0.177
N 1.1379 -0.4525 0.4996 -0.470
C 0.1778 -0.8717 -0.3637 -0.229
H -1.6238 -0.3910 0.7666 0.230
H -0.5310 2.1452 0.7671 0.203
H 2.2260 -0.6572 0.1544 0.363
H 0.5345 -0.6702 -1.3431 0.179
H -0.0894 -2.0719 -0.3696 0.216
```

---

Which of them is least stable? Easy: #2.

---

#1
Density functional theory data (the ωB97M-V functional and the def2-TZVPD basis) for a molecular structure, C36H42N4O2PReS2.

As for the total charge: +3. Its frontier orbital gap (spin up / spin down) is 5.39 / 5.72 eV. Its spin multiplicity is 2.

XYZ file:
```
88
Properties=species:S:1:pos:R:3:mulliken_charge:R:1
Re -0.1470 0.2231 -0.0454 0.813
C -3.2330 0.5929 0.9887 -1.458
N -2.3663 -0.3310 0.2154 0.206
C -3.0352 -0.4946 -1.1072 -1.183
C -2.3725 -1.6670 0.8729 -1.176
C -1.1306 -2.4345 0.5608 0.762
C -1.1006 -3.8108 0.7056 -0.992
C 0.0992 -4.4964 0.5719 -0.744
C 1.2923 -3.8155 0.3155 -1.156
C 1.2716 -2.4507 0.1523 0.162
C 0.0539 -1.7244 0.2198 0.953
H -4.2391 0.1725 1.0621 0.475
H -3.2693 1.5366 0.4543 0.344
H -2.8318 0.7512 1.9805 0.402
H -4.0548 -0.8486 -0.9471 0.504
H -2.4950 -1.2184 -1.7146 0.422
H -3.0696 0.4636 -1.6170 0.215
H -3.2692 -2.2222 0.5876 0.638
H -2.4238 -1.5129 1.9526 0.434
H -2.0077 -4.3535 0.9411 0.571
H 0.1124 -5.5729 0.6861 0.439
H 2.2225 -4.3626 0.2446 0.538
H 2.2031 -1.9342 -0.0387 0.520
O -0.8152 0.4878 2.8017 -0.474
N 0.3064 0.5296 1.9644 0.729
C 1.4258 0.6163 2.6039 -0.531
C 2.7904 0.4609 2.1539 0.923
C 3.7021 0.3199 3.2102 -1.139
C 5.0387 0.0492 2.9730 -0.960
C 5.4763 -0.0830 1.6680 -0.792
C 4.5895 0.0872 0.6046 -1.090
C 3.2532 0.3716 0.8216 1.113
P 2.1714 0.8109 -0.5791 0.943
C 2.8616 0.0694 -2.0771 0.987
C 2.2475 -1.0498 -2.6410 -0.197
C 2.8193 -1.6921 -3.7309 -0.844
C 4.0023 -1.2147 -4.2753 -0.814
C 4.6137 -0.0893 -3.7328 -0.936
C 4.0528 0.5473 -2.6389 -0.585
C 2.4798 2.6061 -0.7265 1.237
C 2.6092 3.2213 -1.9685 -0.698
C 2.8455 4.5874 -2.0541 -1.014
C 2.9479 5.3505 -0.8996 -0.920
C 2.7918 4.7469 0.3442 -0.831
C 2.5591 3.3837 0.4288 -0.354
H -0.5875 -0.0457 3.5809 0.339
H 1.3242 0.7249 3.6825 0.554
H 3.3511 0.4044 4.2314 0.481
H 5.7250 -0.0651 3.8004 0.471
H 6.5150 -0.3058 1.4623 0.489
H 4.9686 -0.0059 -0.4027 0.445
H 1.3141 -1.4222 -2.2365 0.305
H 2.3415 -2.5667 -4.1532 0.546
H 4.4506 -1.7170 -5.1221 0.467
H 5.5334 0.2876 -4.1595 0.494
H 4.5467 1.4171 -2.2241 0.605
H 2.5501 2.6423 -2.8799 0.546
H 2.9833 5.0474 -3.0237 0.495
H 3.1712 6.4081 -0.9660 0.448
H 2.8738 5.3353 1.2489 0.460
H 2.4645 2.9366 1.4091 0.206
O -0.6496 0.5148 -1.9188 -1.016
S -0.2138 1.4174 -3.1487 1.069
C -0.2164 0.2228 -4.5177 -0.725
C -1.1093 0.8364 -5.5911 -0.811
C -2.3149 1.4049 -4.8497 -0.548
C -1.7483 2.2239 -3.6949 -0.653
H -0.6528 -0.6860 -4.0980 0.324
H 0.8132 0.0342 -4.8122 0.350
H -1.3820 0.0766 -6.3222 0.411
H -0.5795 1.6268 -6.1266 0.339
H -2.9489 0.5999 -4.4731 0.270
H -2.9283 2.0371 -5.4897 0.439
H -2.3701 2.3346 -2.8088 0.235
H -1.4256 3.2219 -3.9999 0.502
C -3.4667 4.3039 1.2624 -0.697
N -2.3157 5.0790 0.8236 0.202
C -2.1726 6.4401 1.0348 -0.402
C -0.9884 6.8083 0.5064 -0.572
N -0.4323 5.6652 -0.0238 0.167
C -1.2432 4.6099 0.1651 -0.363
S -0.8954 3.0281 -0.4050 -0.141
H -3.8439 4.7330 2.1866 0.387
H -3.1474 3.2849 1.4480 0.100
H -4.2505 4.3221 0.5068 0.285
H -2.9251 7.0167 1.5430 0.482
H -0.5050 7.7674 0.4604 0.465
H 0.4774 5.5761 -0.4543 0.115
```

---

#2
Density functional theory data (the ωB97M-V functional and the def2-TZVPD basis) for a molecular structure, C36H42N4O2PReS2.

As for the total charge: +3. Its frontier orbital gap (spin up / spin down) is 4.58 / 4.99 eV. Its spin multiplicity is 2.

XYZ file:
```
88
Properties=species:S:1:pos:R:3:mulliken_charge:R:1
Re 0.0015 -0.0440 1.3400 1.153
C 2.8352 0.4581 2.8016 -1.372
N 1.5038 1.1087 2.6113 0.302
C 1.7976 2.4491 2.0272 -1.153
C 0.8756 1.3395 3.9448 -1.202
C -0.6150 1.3478 3.8272 0.739
C -1.4208 1.9267 4.7920 -0.907
C -2.8005 1.7750 4.7279 -0.755
C -3.3967 1.0157 3.7172 -1.052
C -2.6088 0.4439 2.7442 -0.480
C -1.2078 0.6446 2.7476 1.269
H 3.4477 1.0847 3.4548 0.449
H 3.3148 0.3627 1.8322 0.288
H 2.7218 -0.5173 3.2521 0.376
H 2.4697 2.9835 2.6999 0.473
H 0.8778 3.0179 1.9083 0.466
H 2.2867 2.3115 1.0677 0.126
H 1.2549 2.2653 4.3819 0.675
H 1.1741 0.5262 4.6070 0.404
H -0.9768 2.4838 5.6077 0.567
H -3.4209 2.2333 5.4875 0.441
H -4.4688 0.8740 3.7070 0.530
H -3.0716 -0.1673 1.9792 0.537
O 0.9264 -1.7939 3.4932 -0.478
N 0.0613 -1.8604 2.3935 0.543
C -0.6176 -2.9594 2.3453 -0.599
C -1.7309 -3.3528 1.5225 1.107
C -2.3176 -4.5568 1.9389 -1.145
C -3.4509 -5.0546 1.3201 -0.993
C -4.0096 -4.3439 0.2752 -0.787
C -3.4260 -3.1539 -0.1650 -1.308
C -2.2864 -2.6454 0.4326 1.418
P -1.4641 -1.1900 -0.2984 0.628
C -2.7387 -0.2176 -1.1271 1.375
C -3.2287 0.9332 -0.5070 -0.636
C -4.2966 1.6279 -1.0574 -0.856
C -4.8726 1.1890 -2.2412 -0.804
C -4.3772 0.0566 -2.8785 -0.943
C -3.3218 -0.6488 -2.3248 -0.681
C -0.3947 -1.9173 -1.5789 1.232
C -0.2844 -1.3676 -2.8535 -0.217
C 0.5411 -1.9640 -3.7971 -1.358
C 1.2801 -3.0924 -3.4664 -0.744
C 1.2001 -3.6239 -2.1852 -0.650
C 0.3629 -3.0428 -1.2495 -0.746
H 0.4715 -2.1893 4.2552 0.372
H -0.3539 -3.6862 3.1119 0.600
H -1.8840 -5.1014 2.7687 0.478
H -3.8927 -5.9817 1.6577 0.467
H -4.9011 -4.7105 -0.2163 0.491
H -3.8881 -2.6305 -0.9884 0.443
H -2.7697 1.3022 0.4023 0.421
H -4.6775 2.5119 -0.5627 0.535
H -5.7072 1.7276 -2.6700 0.456
H -4.8221 -0.2840 -3.8038 0.494
H -2.9610 -1.5390 -2.8250 0.612
H -0.8524 -0.4896 -3.1289 0.551
H 0.5789 -1.5628 -4.8022 0.467
H 1.9039 -3.5719 -4.2106 0.496
H 1.7741 -4.5026 -1.9241 0.498
H 0.2920 -3.4919 -0.2672 0.198
O 0.1594 1.4663 0.0910 -0.861
S 0.1538 1.7525 -1.4671 1.027
C -1.0371 3.1176 -1.6042 -0.719
C -0.3214 4.2006 -2.4036 -0.826
C 1.0891 4.2693 -1.8290 -0.622
C 1.5897 2.8305 -1.7637 -0.433
H -1.2342 3.4333 -0.5776 0.361
H -1.9498 2.7338 -2.0545 0.255
H -0.8618 5.1421 -2.3170 0.421
H -0.2925 3.9399 -3.4636 0.336
H 1.0761 4.7136 -0.8319 0.284
H 1.7545 4.8680 -2.4493 0.427
H 2.3164 2.5971 -0.9905 0.016
H 1.9905 2.4721 -2.7147 0.478
C 5.7134 0.7401 -0.4276 -0.760
N 5.1796 0.1598 -1.6505 0.171
C 5.9169 -0.0488 -2.8080 -0.368
C 5.0962 -0.6146 -3.7118 -0.637
N 3.8649 -0.7341 -3.0951 0.185
C 3.9153 -0.2653 -1.8340 -0.434
S 2.6201 -0.2476 -0.7242 -0.027
H 6.7521 0.4394 -0.3206 0.377
H 5.1412 0.3641 0.4150 0.211
H 5.6547 1.8274 -0.4608 0.278
H 6.9566 0.2185 -2.8743 0.487
H 5.2766 -0.9386 -4.7206 0.457
H 3.0414 -1.1825 -3.4657 0.106
```

---

Which of them is least stable? Easy: #2.

---

#1
Density functional theory data (the ωB97M-V functional and the def2-TZVPD basis) for 2 unconnected molecules or ions with the total composition C2H8S2.

Its frontier orbital gap is 9.53 eV. Its structure (SMILES) is CSC.S.

XYZ file:
```
12
Properties=species:S:1:pos:R:3:nbo_charge:R:1
C -0.6930 1.2647 -0.3791 -0.742
S 0.4824 -0.0587 -0.0140 0.169
C 1.8078 0.8520 0.7911 -0.745
H -1.6892 0.9191 -0.1263 0.229
H -0.6341 1.5818 -1.4160 0.215
H -0.4704 2.1315 0.2495 0.218
H 1.4151 1.6707 1.3880 0.215
H 2.3168 0.1994 1.4946 0.230
H 2.5305 1.2430 0.0762 0.212
S -2.1696 -3.5337 -0.9498 -0.293
H -1.1490 -2.8134 -1.4285 0.148
H -1.7474 -3.4566 0.3143 0.145
```

---

#2
Density functional theory data (the ωB97M-V functional and the def2-TZVPD basis) for 2 unconnected molecules or ions with the total composition C2H8S2.

Its frontier orbital gap is 9.49 eV. Its structure (SMILES) is CSS.C.

XYZ file:
```
12
Properties=species:S:1:pos:R:3:nbo_charge:R:1
C 1.7568 -0.7466 -0.1360 -0.766
S 1.9500 -0.2158 -1.8597 0.089
S 0.4411 1.2277 -2.0643 -0.136
H 1.8114 -1.8277 -0.0457 0.227
H 0.9292 -0.3461 0.4394 0.242
H 2.5990 -0.2915 0.3992 0.217
H 1.2397 2.2958 -1.9474 0.126
C -2.1492 -0.0256 1.0644 -0.850
H -1.3953 -0.7174 0.7022 0.207
H -1.7202 0.9304 1.3456 0.213
H -2.6808 -0.4674 1.9013 0.214
H -2.7817 0.1841 0.2011 0.216
```

---

Which of them is least stable? Easy: #1.